Molecular formula: C24H58P2RuSi4
Method: DFT, ωB97M-V/def2-TZVPD

As for the LUMO energy (alpha / beta): -6.47 / -6.66 eV. As for the spin multiplicity: 5. As for the total charge: +2. As for the relative energy (zero: lowest compared OMol25 entry of this formula, charge and spin): 180.3 kcal/mol. For the orbital gap (alpha / beta), the calculation gives 5.766 / 7.055 eV. Its expectation value of S² is 6.17.

Last column: Löwdin charge in e.
Element x y z (Å)
P1 -1.16 -2.10 -1.40  0.915
P2 0.57 0.74 -4.13  1.014
C1 -1.60 -1.47 -3.24  -0.314
C2 -0.55 -0.90 -4.24  -0.224
H1 -2.41 -0.75 -3.07  0.067
H2 -2.08 -2.35 -3.73  0.083
H3 0.15 -1.71 -4.51  0.085
H4 -1.08 -0.74 -5.20  0.087
C3 -0.36 1.68 -5.42  -0.275
H5 0.11 2.67 -5.69  0.069
H6 -1.36 1.89 -5.03  0.058
H7 -0.42 1.07 -6.34  0.069
C4 1.94 1.32 -5.60  -0.115
H8 1.81 0.51 -6.33  0.070
H9 2.99 1.38 -5.27  0.048
H10 1.79 2.29 -6.13  0.070
C5 -2.61 -2.76 -0.53  -0.307
H11 -2.15 -3.02 0.46  0.009
H12 -2.96 -3.63 -1.08  0.062
H13 -3.26 -1.87 -0.46  0.032
C6 -0.64 -3.75 -2.20  -0.239
H14 0.29 -3.66 -2.78  0.035
H15 -1.43 -4.11 -2.89  0.054
H16 -0.48 -4.50 -1.41  0.048
Ru1 -1.74 -0.94 1.30  0.535
C7 1.43 2.59 -2.79  -0.124
C8 0.17 1.94 -2.79  -0.300
C9 -0.17 0.77 -1.75  -0.275
C10 0.94 -0.14 -1.48  -0.289
C11 1.66 -0.83 -2.73  -0.101
C12 2.47 0.06 -3.46  -0.259
C13 3.34 1.00 -2.52  -0.114
C14 2.60 2.23 -2.00  -0.200
C15 0.16 -2.29 1.36  -0.297
H17 1.50 3.48 -3.45  0.142
H18 -0.71 2.51 -3.12  0.134
H19 -1.17 0.31 -1.95  0.073
H20 -0.26 1.20 -0.76  0.041
H21 1.71 0.36 -0.87  0.095
H22 0.62 -0.85 -0.66  0.010
H23 1.84 -1.93 -2.60  0.141
H24 3.05 -0.39 -4.28  0.128
H25 4.18 1.33 -3.15  0.119
H26 3.79 0.49 -1.63  0.140
H27 2.16 2.08 -1.00  0.085
H28 3.30 3.11 -1.96  0.151
H29 0.33 -2.98 2.20  0.010
H30 1.09 -2.18 0.83  0.000
H31 -0.48 -2.93 0.69  -0.031
C16 -1.20 2.77 0.58  -0.196
Si1 -1.94 1.28 1.54  0.364
C17 -2.43 2.19 3.14  -0.211
C18 -3.62 0.38 1.16  -0.238
Si2 0.14 -0.20 2.24  0.545
Si3 2.13 0.83 3.02  0.402
C19 1.86 1.45 4.81  -0.190
C20 3.32 -0.62 3.18  -0.222
C21 2.92 2.23 2.04  -0.193
Si4 -1.45 -1.39 3.70  0.380
C22 -1.77 -0.10 5.09  -0.205
C23 -2.99 -2.45 3.45  -0.169
C24 -0.01 -2.34 4.52  -0.212
H32 -1.92 3.59 0.71  0.042
H33 -1.09 2.77 -0.52  0.008
H34 -0.22 3.09 0.99  0.047
H35 -2.78 3.19 2.85  0.046
H36 -3.25 1.70 3.68  0.028
H37 -1.58 2.30 3.81  0.025
H38 -3.79 -0.63 1.64  0.026
H39 -4.27 1.05 1.72  0.055
H40 -3.95 0.39 0.12  0.037
H41 1.11 0.86 5.37  0.022
H42 2.84 1.38 5.30  0.056
H43 1.53 2.51 4.76  0.041
H44 3.22 -1.31 2.33  0.025
H45 4.34 -0.19 3.19  0.048
H46 3.15 -1.17 4.12  0.040
H47 2.96 2.03 0.96  0.001
H48 2.39 3.17 2.21  0.041
H49 3.97 2.34 2.40  0.058
H50 -2.80 0.30 5.03  0.027
H51 -1.64 -0.65 6.03  0.046
H52 -1.03 0.71 5.04  0.006
H53 -3.24 -2.73 2.46  -0.010
H54 -2.77 -3.37 4.02  0.062
H55 -3.86 -1.98 3.92  0.057
H56 -0.02 -3.40 4.22  0.041
H57 0.97 -1.90 4.29  0.006
H58 -0.17 -2.29 5.62  0.052